Entry from OMol25: 2 unconnected molecules or ions with the total composition C4H9N2O in a non-equilibrium geometry (wB97M-V/def2-TZVPD).

Bonds (Å) are listed after each position.
Positions of all 16 atoms, in Å:
1 C -1.63375 -1.01622 0.62566  C2 1.554, H7 1.089, H8 1.116, H9 1.110
2 C -0.79081 -0.32876 -0.48359  C1 1.554, C3 1.393, N6 1.461
3 C -0.89621 -0.01955 -1.83820  C2 1.393, N4 1.344, H10 1.126
4 N -0.21438 1.12890 -1.99176  C3 1.344, C5 1.317, H11 1.065
5 C 0.57762 1.43003 -0.98329  N4 1.317, N6 1.394, H12 1.150
6 N 0.38767 0.41639 -0.04556  C2 1.461, C5 1.394, H13 1.077
7 H -1.85381 -0.37443 1.47684  C1 1.089
8 H -2.68747 -1.07844 0.26353  C1 1.116
9 H -1.10064 -1.91480 0.99961  C1 1.110
10 H -1.07298 -0.80176 -2.62858  C3 1.126
11 H -0.12899 1.89076 -2.73139  N4 1.065
12 H 1.46585 2.14528 -0.83265  C5 1.150
13 H 0.93316 0.05782 0.81145  N6 1.077
14 H 2.80583 0.10934 2.22155  O16 0.996
15 H 2.15990 -1.10722 2.95818  O16 0.972
16 O 2.04901 -0.53732 2.17819  H14 0.996, H15 0.972

**2S+1**: 1
**Gap between HOMO and LUMO**: 10.306 eV
**Net charge**: +1
**LUMO level**: -3.25 eV
**Energy above the lowest of the compared OMol25 structures with the same formula, charge and spin**: 219.6 kJ/mol

Atom charges from the natural (NBO) analysis, given in e for atoms 1 to 8: -0.676 0.213 -0.098 -0.480 0.233 -0.527 0.257 0.264